[1]
This record from OMol25 describes 6 unconnected molecules or ions with the total composition C10H24N4O14 in a non-equilibrium geometry. The level of theory is ωB97M-V with the def2-TZVPD basis set.

Geometry as XYZ:
```
52
Properties=species:S:1:pos:R:3:forces:R:3
C -14.58111 -15.52054 -10.74937 -0.1 -1.6 0.1
H -12.93873 -9.03021 -12.33659 0.4 0.2 0.4
C -16.78555 -6.26563 -11.27057 -0.1 0.4 0.6
H -20.68741 -8.23344 -12.77086 0.0 -0.2 -0.3
H -14.13452 -16.88307 -5.93017 0.2 -0.1 0.3
N -13.55787 -11.66261 -10.22845 0.6 0.5 0.6
H -11.66434 -14.72880 -9.30931 0.1 -0.2 0.0
N -9.57990 -14.86266 -8.96383 0.1 0.5 1.4
H -12.40211 -9.44636 -13.92298 0.4 0.2 -0.2
H -21.04953 -7.78466 -14.50401 -0.3 -0.2 0.2
C -10.76520 -14.14942 -9.47970 -0.4 0.3 -0.9
H -13.78101 -16.14459 -11.15675 0.2 0.4 -0.1
H -15.74198 -9.54815 -13.66816 -0.3 -0.1 0.2
O -9.70066 -16.01750 -8.60794 -0.1 -0.1 -0.4
O -12.46541 -11.77602 -10.75792 -0.3 -0.1 -0.5
N -11.63921 -7.62702 -13.17352 0.0 1.0 -0.6
O -17.20135 -8.16140 -14.14814 0.0 0.6 -0.2
O -11.52418 -7.21440 -14.31491 -0.1 -0.3 0.0
H -10.59175 -13.97401 -10.54142 -0.1 -0.2 0.0
H -15.44271 -16.19403 -10.74852 -0.2 0.4 -0.1
H -14.74609 -14.63222 -11.34299 0.0 0.2 0.2
H -12.53510 -16.01005 -5.77164 -0.3 0.1 0.2
H -15.56032 -11.77338 -10.62722 -0.3 0.2 -0.4
C -18.48827 -8.47650 -14.02163 0.8 0.2 0.0
C -14.73420 -11.21615 -11.05164 1.2 -0.3 0.6
H -15.55663 -8.71960 -15.18280 -0.1 0.2 0.0
O -13.72774 -11.77669 -9.03571 -0.4 -0.2 0.0
C -16.30089 -9.17413 -14.52579 1.1 -0.5 -0.5
O -13.61079 -15.61156 -7.43353 0.6 0.5 0.5
O -14.27994 -15.15914 -9.41111 0.1 1.6 -0.5
O -19.15376 -7.33966 -13.87074 -0.4 0.2 0.4
O -18.93247 -9.58223 -14.02325 -0.6 -0.7 0.0
C -13.22054 -16.55106 -6.41513 0.1 0.1 -0.4
O -14.55499 -6.06358 -11.82415 0.0 0.1 0.2
H -16.57970 -5.35443 -10.71484 -0.1 -0.1 0.2
H -10.87159 -13.15913 -9.04976 0.3 -0.1 0.4
H -17.34380 -5.97772 -12.15795 0.3 -0.4 -0.3
H -20.90894 -6.54969 -13.22048 0.1 0.1 -0.2
N -15.46313 -6.83167 -11.62010 0.1 0.1 -1.2
C -20.55225 -7.51359 -13.57523 0.2 0.4 -0.1
C -12.06426 -9.01962 -12.98341 -0.6 -0.6 -0.1
H -12.67659 -17.38656 -6.85163 -0.2 0.0 -0.1
H -16.73887 -10.00051 -15.08416 -0.4 0.1 0.3
O -11.41437 -6.95837 -12.19057 0.0 -0.3 0.3
O -14.10399 -17.29997 -8.80898 0.0 -1.0 -0.4
O -8.57317 -14.19982 -8.80754 0.1 -0.1 -0.4
H -14.77156 -10.14799 -10.85120 -0.4 0.0 -0.1
H -17.31186 -7.01823 -10.69429 -0.1 0.1 0.0
H -14.43932 -11.40834 -12.07656 -0.5 -0.1 -0.1
H -11.20536 -9.54818 -12.58248 -0.2 -0.1 0.2
C -13.99485 -16.13349 -8.57620 -0.3 -0.4 0.3
O -15.37983 -8.03699 -11.78765 -0.1 -0.3 0.4
```
Positions in Å, forces in eV/Å.

Its spin multiplicity is 1. As for the structure (SMILES): C[N+](=O)[O-].C[N+](=O)[O-].C[N+](=O)[O-].C[N+](=O)[O-].COC(=O)OC.COC(=O)OC. The relative energy (zero: lowest compared OMol25 entry of this formula, charge and spin) is 0.0 kJ/mol.

***

[2]
This record from OMol25 describes a molecular structure, C6H13EuMgO5 in a non-equilibrium geometry. The level of theory is ωB97M-V with the def2-TZVPD basis set.

Geometry as XYZ:
```
26
Properties=species:S:1:pos:R:3:forces:R:3
O -1.55309 0.23347 -1.45818 1.1 0.0 -0.3
H 2.27217 1.66586 3.18830 0.2 -0.3 0.0
C 2.29074 1.54190 0.61430 0.1 0.8 -0.4
C -2.87794 -0.18825 -1.25166 -0.3 0.2 -0.1
H -3.56859 -2.43413 -2.55628 0.2 0.0 0.1
C 1.95574 0.99112 -0.76152 0.0 0.7 -0.2
H -3.37716 0.44071 -0.50554 0.1 -0.2 -0.1
O 2.38429 0.43351 1.52004 1.0 1.4 0.1
H -2.77893 -3.49857 -1.35366 -0.1 0.2 -0.1
O -1.04620 -0.11007 0.75254 -0.2 -0.6 -0.2
Mg -2.08280 -1.82676 1.04958 -0.6 0.2 -0.2
H -0.63851 1.60428 -0.24405 0.2 -0.2 -0.3
H 2.65698 -0.06433 3.48520 0.1 0.1 0.0
Eu 1.06426 -1.23779 1.17762 -0.7 -2.7 0.4
C 2.83314 0.79235 2.82664 0.5 0.4 0.5
H 2.83203 0.48272 -1.18834 -0.3 0.1 0.0
H 3.25056 2.07721 0.59326 -0.2 -0.1 0.0
H 1.68889 1.82509 -1.42770 0.2 -0.2 0.1
H 1.50526 2.22078 0.98255 0.2 -0.1 0.0
O -2.92514 -1.52815 -0.80279 -0.1 0.0 0.7
C -0.79341 0.52415 -0.37378 0.9 0.9 0.7
C -2.74625 -2.51657 -1.83657 0.1 -0.4 -0.5
O 0.89929 0.04894 -0.67778 -1.9 -0.1 -0.5
H 3.90850 1.00944 2.78947 -0.3 0.0 0.1
H -1.77143 -2.37443 -2.32147 -0.3 0.0 0.0
H -3.38242 -0.11248 -2.22019 0.2 0.1 0.2
```
Positions in Å, forces in eV/Å.

The charge is +2. Its spin multiplicity is 9. The relative energy (zero: lowest compared OMol25 entry of this formula, charge and spin) is 55.5 kJ/mol.

***

[3]
This record from OMol25 describes 2 unconnected molecules or ions with the total composition C5H13NO in a non-equilibrium geometry. The level of theory is ωB97M-V with the def2-TZVPD basis set.

Geometry as XYZ:
```
20
Properties=species:S:1:pos:R:3:forces:R:3
H -0.52702 -0.38527 -1.86404 0.1 -0.1 -0.2
H 3.26997 -0.93720 0.20817 -0.3 -0.1 -0.1
C -0.90175 0.32669 0.96288 -1.5 0.0 1.0
H 0.45139 -1.85498 -1.47775 -0.1 0.0 -0.3
H 0.97554 1.88707 -0.24716 0.0 0.0 0.7
H -0.58468 1.37414 0.95789 0.2 -0.1 -0.3
O 1.27944 2.79174 -0.40682 -0.3 -0.6 0.1
C -2.39411 0.30667 0.51211 1.7 0.6 -0.3
N 2.35686 -1.08629 -0.21235 0.6 0.0 0.4
H -2.97977 0.75459 1.30919 -0.4 -0.6 0.0
H 1.65796 -0.10803 1.51658 -0.3 0.4 -0.2
H 1.41305 2.68812 -1.34361 0.4 0.6 -0.8
C 1.31692 -0.52415 0.57131 -0.6 -1.3 -0.7
H 2.25101 -2.07228 -0.41971 0.0 0.1 0.0
H -2.49236 0.98352 -0.34283 -0.2 -0.3 -0.1
C -0.33704 -1.18866 -1.14831 -0.6 0.1 1.0
H -0.91445 0.11165 2.05176 0.2 -0.3 -0.5
H -2.59127 -0.71882 0.21145 -0.9 0.1 0.3
C 0.01773 -0.60240 0.19503 1.9 1.7 0.5
H -1.26742 -1.74610 -1.03377 0.0 -0.2 -0.3
```
Positions in Å, forces in eV/Å.

Its spin multiplicity is 1. As for the structure (SMILES): CC/C(C)=C/N.O. The relative energy (zero: lowest compared OMol25 entry of this formula, charge and spin) is 147.8 kJ/mol.

***

[4]
This record from OMol25 describes C5H6OS in the gas phase in a non-equilibrium geometry. The level of theory is ωB97M-V with the def2-TZVPD basis set.

Geometry as XYZ:
```
13
Properties=species:S:1:pos:R:3:forces:R:3
O -0.44755 -1.73274 -0.20744 -2.1 -0.8 1.0
S 2.31414 0.15474 0.09657 0.1 -0.3 -0.1
C 1.05598 -0.15934 -1.19642 0.4 -0.1 0.7
H -1.30881 -1.96733 0.33624 2.7 1.3 -1.5
C -0.07455 -0.36386 -0.19658 -1.2 0.8 2.1
H 0.52936 1.03234 1.50607 -0.1 -0.8 -0.2
H 1.10889 -1.06813 -1.72762 0.6 -1.1 -0.8
C -2.13582 1.33550 0.15691 3.0 -2.2 -1.2
H 1.13506 0.67015 -1.84414 -0.9 0.9 -0.8
H -2.62613 2.23546 0.31469 -1.1 0.8 0.3
C -1.24392 0.54975 -0.14492 -1.6 1.2 0.2
C 0.76693 0.03937 1.07445 0.9 0.4 0.2
H 0.92642 -0.72591 1.83218 -0.7 0.0 0.0
```
Positions in Å, forces in eV/Å.

Its spin multiplicity is 1. As for the structure (SMILES): C#CC1(O)CSC1. The relative energy (zero: lowest compared OMol25 entry of this formula, charge and spin) is 299.2 kJ/mol.

***

[5]
This record from OMol25 describes C17H18N4O5S in the gas phase in a non-equilibrium geometry. The level of theory is ωB97M-V with the def2-TZVPD basis set.

Geometry as XYZ:
```
45
Properties=species:S:1:pos:R:3:forces:R:3
C -2.38213 -1.18493 0.00881 1.3 -0.1 0.2
C 2.34885 0.43125 0.75324 -1.8 -0.6 0.4
H -3.07667 -4.10027 1.67024 0.2 -0.5 0.8
H 1.94705 4.05712 -2.63913 0.0 0.1 0.2
H 6.00035 4.28902 -1.27861 0.6 -0.1 0.0
C 2.78238 3.67946 -2.06415 2.4 2.2 -0.3
H -3.41685 -1.11512 -0.26730 -0.6 0.3 0.2
S -0.79145 -2.84894 1.53568 0.9 -0.7 1.0
C 3.58346 2.10624 -0.42268 2.3 -0.5 2.8
H 5.55551 2.61979 0.18099 2.5 -1.4 2.6
N -0.14785 -1.36482 -1.09016 -3.7 -1.3 -3.0
H 0.35741 -1.88662 -1.78720 -0.3 0.3 -0.1
O -5.14163 -0.50955 3.08228 0.1 -1.2 -0.6
C -4.56395 -2.53188 1.63341 -1.9 1.9 1.9
H -4.26982 -3.31031 -0.98310 -1.0 0.8 -0.4
N -4.26183 -1.48850 2.50674 0.2 -1.0 -0.6
H -2.06694 -1.79226 -1.89801 0.7 0.4 -0.6
N -2.19177 -2.47522 0.69025 -2.0 0.5 -1.0
C 4.79237 2.72823 -0.45378 -0.3 2.0 -3.6
C -3.89958 -3.96110 -0.23732 1.7 -2.0 -0.6
C 1.49086 -0.06039 -0.29801 3.3 1.9 0.1
C 4.09553 4.34467 -2.18773 -2.4 -5.2 2.9
H -6.04278 -0.88876 3.29562 1.6 -0.4 -0.6
C 5.07841 3.75297 -1.36797 -1.2 1.2 -0.3
H 2.56347 0.40338 2.89262 0.7 0.8 0.7
O 5.20572 5.41215 -3.79302 -0.4 0.6 0.7
C 1.06077 -0.94562 2.34980 -0.9 1.0 -3.6
O 3.50079 1.18592 0.62614 -1.4 0.1 -1.2
H 1.66561 0.18230 -1.41201 -0.3 -0.3 2.1
C -3.39796 -3.33171 1.00627 0.7 2.6 -0.3
H -3.00090 -4.38464 -0.70624 0.0 -0.1 0.0
H -3.28079 -1.38049 2.69471 0.0 0.8 0.6
C 2.60664 2.67332 -1.13128 -3.1 0.5 -1.3
O -5.74664 -2.76701 1.44108 0.5 -0.5 -0.6
H -4.49683 -4.83412 -0.02208 -0.8 0.2 -0.1
H 0.79494 -1.31124 3.28061 0.1 -0.3 2.0
O 3.54691 6.41338 -2.78030 0.1 0.5 -0.1
C 0.52041 -0.97062 -0.00339 0.9 0.3 1.6
C 0.30066 -1.51089 1.28428 0.9 1.7 0.3
H -2.07807 -0.37027 0.66377 -0.4 0.2 0.4
H -1.83365 0.01468 -1.74275 0.7 -0.8 0.3
C -1.57445 -0.99676 -1.31724 -0.3 -1.8 1.0
C 1.95881 0.11979 2.07759 0.2 -2.2 -1.0
H 1.59472 2.41823 -0.84232 -0.2 -0.2 -0.6
N 4.31091 5.49016 -2.94835 0.5 0.3 -2.1
```
Positions in Å, forces in eV/Å.

Its spin multiplicity is 1. As for the structure (SMILES): C[C@H](C(=O)NO)N1CCNc2cc(Oc3ccc([N+](=O)[O-])cc3)ccc2S1. The relative energy (zero: lowest compared OMol25 entry of this formula, charge and spin) is 989.7 kJ/mol.

***

[6]
This record from OMol25 describes a molecular structure, C33H33BrN6O2RuS in a non-equilibrium geometry. The level of theory is ωB97M-V with the def2-TZVPD basis set.

Geometry as XYZ:
```
77
Properties=species:S:1:pos:R:3:forces:R:3
C -2.20258 -6.27308 -0.68189 -0.2 1.1 0.9
C -1.58400 -1.13193 0.20709 0.7 0.0 0.6
H -1.16655 -7.75870 1.25851 -0.4 -0.7 0.0
C -1.68435 1.08128 0.80345 0.5 0.7 0.3
H 6.67360 7.53848 0.06948 0.0 -0.5 0.2
H -5.29631 2.09499 -1.07906 -0.1 0.3 -0.2
C -2.87561 -1.14813 -0.22247 -0.8 1.6 0.4
C 3.47798 6.71866 -0.87452 -1.0 -0.3 -0.4
C 2.96937 0.40946 -2.26890 1.4 1.2 0.2
H -1.62364 -6.18028 1.94351 0.5 -0.3 -0.1
H -4.56364 -1.32815 -2.26264 0.2 0.2 0.2
H -0.21526 -7.90742 -1.18582 -0.3 -0.1 -0.2
H 4.47553 1.90775 -2.59818 -0.2 0.2 0.0
Ru 1.09291 -0.41449 1.71568 -0.1 -1.1 -0.9
H -3.41639 -1.99104 -0.57397 0.3 -0.8 -0.4
O 1.88106 1.15212 2.41951 0.2 0.3 0.7
C 2.75432 1.80509 1.64188 0.4 0.6 0.1
C 1.30945 -3.20578 0.75955 0.0 -1.5 -0.7
H 3.47845 3.20123 3.09246 -0.1 -0.1 0.3
C -5.10294 0.00055 -0.56880 0.2 0.8 1.1
C 4.20641 3.32276 -0.17460 0.6 -0.2 -1.9
C 4.19206 3.63791 1.15744 0.2 -0.1 -0.9
C -3.03131 1.13299 0.45726 0.1 0.1 -0.3
H 5.51151 9.64131 0.56438 0.4 0.2 0.0
N 0.30788 -1.17624 3.32697 -0.3 0.1 0.0
H 1.77415 8.04165 -0.81762 0.4 0.1 -0.1
H -6.90657 -1.08141 -0.04063 0.3 -0.5 -0.3
H 4.75993 4.50059 1.34672 0.4 1.0 1.1
H 2.88205 5.88603 -1.26674 0.3 0.3 0.2
C 3.63495 2.07531 -0.62504 0.3 0.5 -0.2
H 3.06281 0.01898 -3.27559 -0.3 -0.1 0.2
C 2.85007 7.93953 -0.67013 0.2 0.0 0.4
C 3.60575 8.97453 -0.13021 0.5 0.2 0.3
C 3.49983 2.89159 2.06257 -1.0 -0.7 1.1
C -5.82403 1.37988 -0.46030 0.8 -0.9 -0.1
H -5.98765 -0.65881 1.32892 0.3 0.3 0.5
C -0.79979 -6.14501 -0.06525 -0.8 -0.8 -0.9
H -6.04694 -0.49779 -2.44808 -0.5 0.2 -0.1
Br 2.80394 10.65921 0.30711 0.2 -0.6 -0.2
C -0.74752 -2.33320 0.19418 -0.1 -0.6 0.0
C -3.63787 0.02760 -0.09459 -0.5 -0.4 0.0
H 0.11669 -6.74244 1.85905 -0.8 0.2 -0.3
C 4.82728 6.49336 -0.57904 0.3 0.0 0.5
H -2.29851 -5.63256 -1.56179 -0.1 -0.3 -0.1
H -2.48584 -7.28321 -0.89607 0.1 -0.6 -0.3
C 3.75335 1.50091 -1.89803 -0.2 -0.2 -0.7
H -6.81328 1.19269 -0.87684 -0.1 0.4 0.2
H 1.56881 -5.32597 0.57397 0.2 -0.1 0.0
N 0.50026 -2.14691 0.63461 0.4 -0.4 0.4
H -2.92596 -5.92167 0.07699 0.1 0.0 -0.4
C -5.87351 -0.99427 0.31201 0.0 0.2 -0.6
N 2.18042 0.22122 -0.01143 0.3 1.2 -0.6
C 4.98649 8.80517 0.14806 -1.0 -0.5 -0.2
C 5.60228 7.58399 -0.06073 -0.6 0.3 -0.6
N 4.77032 4.16126 -1.11338 0.2 1.0 0.9
O -1.39162 -3.08209 2.91154 1.0 1.1 1.0
H -5.86608 1.77277 0.56308 -0.2 -0.2 -0.2
H 1.21767 -7.12339 -0.65648 -0.8 0.5 0.3
N 5.37584 5.24818 -0.63424 0.0 -0.8 -0.8
C 2.19092 -0.16845 -1.28644 -0.8 -0.8 0.9
H -4.56650 0.43164 -2.56627 0.2 0.0 -0.3
S -0.63978 -2.19459 3.84870 -0.8 -1.0 -0.7
H 1.55726 -1.01818 -1.52744 0.1 0.0 0.1
H -1.13010 1.99682 1.11115 -0.6 -0.8 0.0
C 0.89877 -4.49980 0.42453 0.2 1.9 0.8
H 2.32377 -3.05315 1.10624 0.0 0.3 0.1
N -0.97268 -0.03767 0.74422 -1.0 0.0 -0.8
C -5.05730 -0.37689 -2.03488 -0.1 -0.4 -0.4
H -3.60992 2.03240 0.55487 0.2 0.4 0.1
C 0.17625 -6.91355 -1.00319 0.8 -0.5 1.1
H 0.29597 -6.40004 -1.93155 -0.1 0.3 -0.8
H -5.31076 -1.91835 0.33252 -0.5 -0.6 0.0
C -1.23224 -3.60121 -0.12713 0.4 0.3 0.3
C -0.87654 -6.73326 1.34399 0.9 0.5 0.5
C -0.42628 -4.70369 0.05132 1.3 -0.3 0.0
C 2.89093 1.37752 0.31032 -1.0 -1.3 0.0
H -2.24747 -3.75464 -0.41386 -0.5 0.2 -0.1
```
Positions in Å, forces in eV/Å.

The charge is +1. Its spin multiplicity is 6. The relative energy (zero: lowest compared OMol25 entry of this formula, charge and spin) is 0.0 kJ/mol.

***

Q: Look up the relative energy (zero: lowest compared OMol25 entry of this formula, charge and spin) of the third one.
A: 147.8 kJ/mol